(1)
C32H52BF10INO13S | the ωB97M-V functional and the def2-TZVPD basis

Element x y z (Å)
C1 -4.03 3.50 0.01
C2 -2.81 2.62 -0.25
F1 -2.58 2.64 -1.63
C3 -2.97 1.21 0.27
B1 -1.57 0.50 0.76
C4 -1.14 0.86 2.33
C5 -1.66 2.14 2.84
O1 -2.75 2.39 3.27
I1 -0.22 3.84 2.78
O2 -0.47 1.04 -0.14
C6 -0.16 0.04 -1.04
C7 -0.99 -0.01 -2.32
C8 -0.33 0.73 -3.48
C9 0.33 2.05 -3.07
S1 2.10 2.02 -3.55
C10 -0.28 -1.22 -0.15
C11 -0.29 -2.57 -0.83
C12 0.89 -2.78 -1.78
C13 1.88 -3.87 -1.37
F2 1.90 -4.84 -2.34
F3 1.55 -4.50 -0.23
C14 3.31 -3.30 -1.20
F4 3.71 -2.66 -2.33
F5 3.25 -2.39 -0.20
C15 4.41 -4.34 -0.89
F6 4.18 -4.96 0.28
F7 4.46 -5.29 -1.85
C16 5.85 -3.73 -0.81
F8 5.90 -2.61 -0.09
F9 6.36 -3.54 -2.03
F10 6.63 -4.65 -0.19
O3 0.84 -1.09 0.80
N1 0.94 -2.20 1.65
O4 0.48 -1.99 2.70
O5 -1.46 -0.97 0.50
H1 -3.97 3.98 0.98
H2 -4.00 4.30 -0.73
H3 -4.96 2.96 -0.14
H4 -1.98 3.12 0.23
H5 -3.69 1.27 1.09
H6 -3.48 0.63 -0.50
H7 -1.45 0.07 3.01
H8 -0.06 0.91 2.33
H9 0.89 0.12 -1.36
H10 -1.95 0.45 -2.12
H11 -1.22 -1.02 -2.64
H12 -1.09 0.91 -4.24
H13 0.39 0.05 -3.95
H14 0.20 2.28 -2.03
H15 -0.13 2.85 -3.64
H16 2.72 2.56 -2.49
H17 -1.19 -2.58 -1.43
H18 -0.43 -3.35 -0.10
H19 0.51 -3.05 -2.76
H20 1.41 -1.84 -1.91
O6 -1.18 -5.42 0.90
C17 -0.74 -6.10 1.78
O7 -1.52 -6.33 2.87
C18 -1.17 -7.26 3.89
C19 -0.27 -6.64 4.94
C20 0.67 -6.65 1.76
H21 -0.75 -8.17 3.46
H22 -2.12 -7.55 4.34
H23 0.68 -6.33 4.51
H24 -0.07 -7.35 5.74
H25 -0.74 -5.75 5.36
H26 1.36 -5.90 2.13
H27 0.92 -6.88 0.73
H28 0.78 -7.57 2.33
O8 -2.07 -3.77 -2.76
C21 -2.68 -4.79 -2.66
O9 -2.57 -5.71 -3.64
C22 -3.11 -7.03 -3.52
C23 -4.57 -7.08 -3.92
C24 -3.63 -5.02 -1.51
H29 -2.94 -7.42 -2.51
H30 -2.52 -7.64 -4.19
H31 -5.19 -6.47 -3.27
H32 -4.94 -8.11 -3.88
H33 -4.69 -6.71 -4.94
H34 -4.58 -4.55 -1.74
H35 -3.20 -4.54 -0.63
H36 -3.79 -6.06 -1.27
O10 -4.01 7.27 -0.88
C25 -2.93 7.80 -0.76
O11 -1.93 7.13 -0.16
C26 -0.59 7.62 -0.15
C27 -0.36 8.58 1.00
C28 -2.71 9.23 -1.21
H37 -0.32 8.05 -1.12
H38 0.05 6.75 -0.01
H39 -0.99 9.47 0.91
H40 0.68 8.90 1.02
H41 -0.60 8.10 1.94
H42 -3.04 9.90 -0.41
H43 -3.31 9.40 -2.09
H44 -1.68 9.46 -1.46
O12 2.00 6.48 1.68
C29 3.07 6.28 2.20
O13 4.11 7.06 1.84
C30 5.37 7.03 2.52
C31 6.27 5.94 1.99
C32 3.28 5.14 3.17
H45 5.22 6.96 3.60
H46 5.82 8.00 2.33
H47 5.84 4.95 2.15
H48 7.24 5.97 2.48
H49 6.41 6.06 0.91
H50 3.47 4.23 2.61
H51 2.37 5.02 3.75
H52 4.09 5.31 3.88

Summary:
HOMO (eV): -5.18
Charge: -1
LUMO (eV): 2.1

---

(2)
C32H52BF9I2N3O11 | the ωB97M-V functional and the def2-TZVPD basis

Element x y z (Å)
C1 1.00 -3.21 3.50
C2 -0.38 -2.37 3.69
C3 -0.23 -0.92 2.98
C4 -1.64 -0.22 2.76
C5 -2.43 -0.65 1.44
C6 -1.61 -1.54 0.40
C7 -2.62 -2.23 -0.67
C8 -3.57 -3.33 0.00
O1 -4.55 -3.77 -0.62
O2 -3.38 -3.82 1.32
N1 -0.70 -0.64 -0.35
C9 -1.35 0.44 -1.02
N2 -1.36 0.70 -2.31
C10 -0.61 -0.17 -3.26
C11 0.82 0.58 -3.53
C12 2.05 -0.43 -3.59
C13 3.40 0.46 -3.44
C14 4.23 0.08 -2.12
C15 5.82 0.01 -2.42
C16 6.46 1.43 -2.76
C17 7.17 2.11 -1.48
O3 7.14 3.56 -1.67
C18 8.49 4.08 -1.76
C19 -2.10 1.86 -2.92
O4 -3.53 1.74 -2.78
C20 -4.15 1.42 -4.00
F1 -3.61 0.27 -4.60
F2 -5.49 1.10 -3.68
F3 -4.22 2.50 -4.89
N3 -2.17 1.36 -0.19
C21 -1.35 2.38 0.47
I1 0.71 2.08 1.19
C22 -1.84 3.71 0.67
C23 -0.92 4.81 1.40
I2 -3.79 4.40 0.01
C24 -3.10 0.62 0.71
O5 -3.80 1.43 1.66
B1 -5.23 1.17 1.43
O6 -5.93 1.70 0.28
O7 -6.03 0.35 2.31
H1 1.91 -2.52 3.47
H2 0.90 -3.82 2.55
H3 1.15 -3.86 4.43
H4 -0.45 -2.19 4.82
H5 -1.29 -2.94 3.31
H6 0.45 -0.95 2.06
H7 0.33 -0.28 3.75
H8 -1.58 0.92 2.83
H9 -2.29 -0.53 3.66
H10 -3.32 -1.30 1.78
H11 -1.06 -2.43 0.88
H12 -3.31 -1.47 -1.16
H13 -1.97 -2.78 -1.42
H14 -4.27 -3.97 1.71
H15 0.03 -1.11 -0.88
H16 -1.14 -0.15 -4.27
H17 -0.46 -1.24 -2.90
H18 0.78 1.17 -4.52
H19 1.02 1.37 -2.73
H20 2.10 -0.90 -4.63
H21 2.05 -1.20 -2.75
H22 4.10 0.30 -4.34
H23 3.17 1.57 -3.41
H24 3.99 0.78 -1.25
H25 3.94 -0.97 -1.78
H26 6.35 -0.38 -1.48
H27 5.97 -0.77 -3.24
H28 7.24 1.29 -3.58
H29 5.71 2.19 -3.16
H30 8.23 1.70 -1.42
H31 6.60 1.86 -0.51
H32 9.16 3.60 -0.98
H33 8.45 5.21 -1.60
H34 8.85 3.88 -2.82
H35 -1.73 2.83 -2.44
H36 -1.85 1.98 -4.03
H37 -1.52 5.76 1.55
H38 -0.59 4.46 2.43
H39 0.00 5.03 0.76
H40 -3.91 0.16 0.02
H41 -6.28 2.59 0.46
H42 -6.41 -0.39 1.77
C25 4.25 -6.66 -3.66
C26 2.87 -6.99 -3.12
O8 2.48 -6.03 -2.11
C27 1.97 -4.87 -2.57
O9 1.83 -4.60 -3.73
C28 1.56 -3.98 -1.40
F4 2.48 -3.94 -0.43
F5 0.41 -4.40 -0.83
F6 1.34 -2.70 -1.78
H43 4.97 -6.59 -2.84
H44 4.58 -7.43 -4.36
H45 4.25 -5.70 -4.17
H46 2.89 -7.96 -2.63
H47 2.12 -7.04 -3.91
C29 -4.40 1.78 4.55
C30 -5.04 2.61 5.65
O10 -4.08 2.92 6.67
C31 -3.28 3.98 6.41
O11 -3.33 4.64 5.41
C32 -2.35 4.23 7.59
F7 -1.80 3.10 8.07
F8 -2.99 4.81 8.62
F9 -1.33 5.05 7.27
H48 -3.92 0.89 4.97
H49 -5.14 1.47 3.82
H50 -3.62 2.35 4.03
H51 -5.83 2.03 6.13
H52 -5.50 3.52 5.25

Summary:
HOMO (eV): -11.21
Charge: +1
LUMO (eV): -3.6

---

(3)
C32H52Cl22F12NO4S2 | the ωB97M-V functional and the def2-TZVPD basis

Element x y z (Å)
O1 0.75 -0.77 2.36
S1 1.26 -2.05 1.73
O2 1.77 -2.90 2.89
C1 2.74 -1.67 0.70
C2 2.80 -0.11 0.33
C3 4.22 0.36 -0.26
F1 5.39 0.26 0.54
C4 4.23 0.88 -1.57
F2 5.32 0.64 -2.42
F3 3.10 1.61 -1.98
N1 0.07 -2.98 0.95
S2 -0.33 -2.31 -0.56
O3 -1.43 -3.19 -1.13
O4 0.78 -2.32 -1.58
C5 -1.03 -0.61 -0.48
C6 -2.08 -0.38 0.69
C7 -3.04 0.86 0.49
F4 -3.90 0.91 1.64
F5 -3.93 0.68 -0.61
C8 -2.32 2.28 0.39
F6 -3.35 3.26 0.57
F7 -1.84 2.46 -0.93
C9 -1.23 2.57 1.50
F8 -0.04 1.83 1.33
F9 -1.70 2.29 2.80
C10 -0.75 4.12 1.56
F10 -1.00 4.83 0.39
F11 0.65 4.16 1.73
F12 -1.27 4.71 2.71
H1 3.67 -1.87 1.35
H2 2.86 -2.36 -0.20
H3 1.97 0.06 -0.43
H4 2.59 0.57 1.22
H5 -0.16 0.13 -0.50
H6 -1.60 -0.44 -1.47
H7 -1.60 -0.25 1.72
H8 -2.73 -1.31 0.76
Cl1 7.75 1.11 3.77
C11 9.06 0.46 2.76
C12 8.58 0.07 1.38
Cl2 7.50 -1.35 1.42
H9 9.51 -0.38 3.28
H10 9.81 1.25 2.67
H11 9.43 -0.20 0.75
H12 8.04 0.89 0.89
Cl3 -4.43 -3.03 -0.28
C13 -5.37 -2.17 0.96
C14 -6.83 -2.00 0.57
Cl4 -7.03 -0.89 -0.80
H13 -4.90 -1.20 1.13
H14 -5.30 -2.75 1.87
H15 -7.38 -1.59 1.41
H16 -7.28 -2.96 0.30
Cl5 1.90 1.38 5.28
C15 1.34 0.28 6.57
C16 0.77 -1.01 6.02
Cl6 -0.77 -0.75 5.16
H17 0.61 0.82 7.18
H18 2.21 0.06 7.20
H19 0.56 -1.70 6.84
H20 1.46 -1.49 5.33
Cl7 -7.78 3.53 -1.41
C17 -6.03 3.86 -1.46
C18 -5.72 5.27 -1.92
Cl8 -6.13 5.52 -3.64
H21 -5.56 3.12 -2.12
H22 -5.64 3.71 -0.45
H23 -4.65 5.47 -1.82
H24 -6.27 6.01 -1.34
Cl9 0.41 -0.02 -3.73
C19 1.11 0.37 -5.31
C20 2.03 1.57 -5.25
Cl10 1.15 3.09 -4.93
H25 0.29 0.53 -6.02
H26 1.67 -0.51 -5.64
H27 2.54 1.70 -6.21
H28 2.79 1.45 -4.48
Cl11 -9.25 -2.73 3.19
C21 -9.24 -1.58 4.55
C22 -8.83 -0.19 4.12
Cl12 -7.11 -0.10 3.65
H29 -8.58 -1.97 5.32
H30 -10.25 -1.56 4.95
H31 -8.96 0.51 4.95
H32 -9.43 0.16 3.28
Cl13 -3.67 2.46 -7.10
C23 -3.84 3.35 -5.57
C24 -2.79 2.97 -4.55
Cl14 -3.02 1.30 -3.95
H33 -4.85 3.18 -5.19
H34 -3.75 4.41 -5.81
H35 -2.85 3.63 -3.68
H36 -1.78 3.04 -4.97
Cl15 -6.54 1.68 9.53
C25 -5.26 1.00 8.49
C26 -5.77 0.66 7.11
Cl16 -6.90 -0.72 7.12
H37 -4.84 0.13 8.99
H38 -4.48 1.76 8.42
H39 -4.93 0.38 6.47
H40 -6.28 1.51 6.65
Cl17 4.66 -4.21 -7.54
C27 2.93 -3.91 -7.24
C28 2.45 -2.62 -7.87
Cl18 3.15 -1.19 -7.07
H41 2.76 -3.92 -6.16
H42 2.38 -4.76 -7.67
H43 1.37 -2.54 -7.77
H44 2.70 -2.57 -8.93
Cl19 5.77 -4.87 2.30
C29 5.35 -5.39 0.65
C30 6.00 -4.52 -0.40
Cl20 5.33 -2.87 -0.42
H45 4.26 -5.38 0.57
H46 5.69 -6.42 0.55
H47 5.82 -4.95 -1.39
H48 7.08 -4.45 -0.25
Cl21 8.09 -1.00 -2.15
C31 8.77 -0.68 -3.76
C32 9.68 0.53 -3.77
Cl22 8.77 2.05 -3.53
H49 7.95 -0.57 -4.46
H50 9.34 -1.57 -4.04
H51 10.18 0.61 -4.74
H52 10.44 0.47 -2.99

Summary:
HOMO (eV): -6.37
Charge: -1
LUMO (eV): 1.7

---

(4)
C32H52ClN6O3Si3Y | the ωB97M-V functional and the def2-TZVPD basis

Element x y z (Å)
Y1 0.68 0.80 -1.16
C1 2.07 -2.41 -2.36
Si1 3.14 -1.76 -0.97
C2 4.78 -1.27 -1.73
C3 3.43 -3.28 0.16
N1 2.34 -0.46 -0.16
C4 3.03 0.24 0.84
C5 4.14 -0.29 1.51
C6 4.80 0.38 2.54
C7 4.35 1.63 2.92
C8 3.27 2.19 2.25
C9 2.61 1.56 1.19
N2 1.55 2.15 0.49
Si2 1.25 3.83 0.65
C10 2.74 4.89 0.22
C11 -0.08 4.37 -0.58
C12 0.57 4.39 2.33
H1 2.63 -3.21 -2.87
H2 1.85 -1.64 -3.11
H3 1.13 -2.82 -2.01
H4 5.22 -2.12 -2.27
H5 5.51 -0.93 -0.99
H6 4.62 -0.45 -2.43
H7 2.89 -4.15 -0.21
H8 3.13 -3.09 1.19
H9 4.49 -3.55 0.19
H10 4.50 -1.28 1.24
H11 5.65 -0.08 3.02
H12 4.84 2.18 3.72
H13 2.94 3.18 2.56
H14 2.99 4.74 -0.83
H15 3.62 4.65 0.81
H16 2.51 5.95 0.37
H17 0.06 3.95 -1.58
H18 0.00 5.46 -0.69
H19 -1.10 4.16 -0.25
H20 1.34 4.49 3.09
H21 -0.18 3.68 2.71
H22 0.07 5.36 2.22
O1 -4.09 -0.52 5.58
C13 -3.08 -0.83 4.77
O2 -2.49 -1.87 4.91
C14 -2.76 0.12 3.66
C15 -1.43 0.40 3.36
C16 -1.09 0.95 2.14
C17 -2.08 1.18 1.18
C18 -3.41 0.99 1.52
C19 -3.76 0.48 2.76
N3 -1.64 1.50 -0.14
C20 -2.50 1.88 -0.99
C21 -2.19 2.19 -2.39
C22 -3.19 2.70 -3.20
C23 -2.89 2.99 -4.52
C24 -1.61 2.76 -4.97
C25 -0.66 2.26 -4.09
N4 -0.94 1.98 -2.82
H23 -4.38 0.39 5.41
H24 -0.66 0.14 4.07
H25 -0.06 1.15 1.88
H26 -4.21 1.16 0.80
H27 -4.80 0.26 2.97
H28 -3.55 2.02 -0.73
H29 -4.18 2.85 -2.80
H30 -3.65 3.38 -5.18
H31 -1.33 2.97 -5.99
H32 0.37 2.08 -4.38
C26 -3.36 -1.05 -2.90
Si3 -1.59 -1.73 -2.81
C27 -1.78 -3.52 -2.22
C28 -0.92 -1.75 -4.56
O3 -0.68 -0.88 -1.80
H33 -4.02 -1.79 -3.37
H34 -3.41 -0.14 -3.49
H35 -3.76 -0.84 -1.90
H36 -2.26 -4.14 -2.98
H37 -2.40 -3.57 -1.32
H38 -0.81 -3.97 -2.00
H39 -1.65 -2.17 -5.26
H40 -0.01 -2.35 -4.63
H41 -0.68 -0.74 -4.89
Cl1 2.31 1.46 -3.02
N5 -0.78 -3.78 2.89
C29 -1.86 -3.74 1.84
C30 -1.93 -2.30 1.32
N6 -0.67 -1.81 0.88
C31 0.44 -2.00 1.77
C32 0.56 -3.42 2.29
H42 -0.74 -4.70 3.33
H43 -1.01 -3.09 3.63
H44 -2.79 -4.06 2.31
H45 -1.57 -4.44 1.06
H46 -2.31 -1.69 2.14
H47 -2.66 -2.25 0.51
H48 -0.51 -1.80 -0.13
H49 0.32 -1.35 2.65
H50 1.36 -1.68 1.27
H51 1.31 -3.52 3.07
H52 0.75 -4.14 1.49

Summary:
HOMO (eV): -5.74
Relative energy (zero: lowest compared OMol25 entry of this formula, charge and spin) (kcal per mole): 37.0
Charge: 0
LUMO (eV): -1.2

---

no.,frontier orbital gap (eV)
1,7.267
2,7.612
3,8.083
4,4.490